Density functional theory data (ωB97M-V with the def2-TZVPD basis set) for a molecular structure, C14H41CrO13.

Each line ends with the Löwdin charge.
Atoms and positions in Å:
H 1.73279 -0.86968 -0.46119  0.103
H -0.08729 0.66666 2.82497  0.104
O -1.91683 -3.09024 -0.63283  -0.086
H 2.79203 -3.04660 0.24512  0.129
C -0.21287 3.85482 2.94506  -0.271
O -2.16346 4.85357 1.84260  -0.043
H -1.65620 5.40116 1.23497  0.086
C -3.07527 -2.30376 -0.55471  -0.263
C -1.43398 4.73746 3.05241  -0.251
H -4.34628 -1.36995 0.93958  0.123
H -1.16477 -2.64571 -0.15691  0.055
H -2.39790 -1.55432 -4.34383  0.123
C -0.86200 -0.08561 -4.35956  -0.233
H -0.86529 -1.18123 4.55524  0.135
O -0.71711 1.31429 -4.21273  -0.073
C 0.86424 0.91893 0.23758  -0.062
O 1.35907 3.20250 -4.21970  -0.072
H -1.09474 5.71501 3.42617  0.129
C -2.29221 -0.47975 -4.56475  -0.259
C 2.06001 -4.62355 1.17094  -0.175
C 2.06394 2.91061 -3.01191  -0.246
O 2.34346 -0.59281 2.82930  -0.105
H -0.25247 -0.47927 -5.17202  0.132
C 0.23851 0.18378 3.74724  -0.202
H -0.11878 1.34462 0.47401  0.082
O -2.65255 -0.21728 -5.91851  -0.052
H 3.28048 1.40476 -2.12273  0.116
O -0.02921 -4.02664 2.11005  -0.108
C 0.70817 -0.54459 -0.17007  -0.352
O -2.46469 -0.69088 1.23913  -0.083
H -3.92826 -2.94082 -0.80152  0.125
H 1.90943 0.73289 -3.03539  0.106
H -3.04227 -1.49192 -1.29249  0.117
H 3.10065 1.49231 -4.90154  0.089
H 1.34835 1.41740 -0.59706  0.046
O -0.27773 -1.14614 3.79233  -0.077
H -2.07596 4.34598 3.84340  0.122
H 0.27415 -4.27919 0.00137  0.129
O 3.59251 1.40164 -4.07608  -0.054
H 0.59493 4.57718 1.31578  0.085
H 3.26519 -0.34120 2.71099  0.144
C 2.66701 1.52807 -3.02224  -0.283
O 2.49781 -3.23881 1.14229  -0.096
H -3.51216 -0.61656 -6.08445  0.091
H 1.40017 3.01608 -2.13261  0.105
H 0.04781 -0.61615 -1.04010  0.099
H 2.55667 -5.19016 0.37987  0.148
H -1.28442 1.74845 -4.86472  0.111
H 2.34837 -5.11146 2.10270  0.141
H -0.49038 2.87725 2.52304  0.099
H -0.11603 0.83069 4.55170  0.148
H -2.94526 0.01962 -3.83630  0.124
H 2.06545 -0.14438 4.84878  0.140
H 0.63357 2.55108 -4.28764  0.042
H 2.86155 3.63972 -2.86295  0.124
H -0.58671 -0.51645 -3.39309  0.106
H -1.53783 -0.96815 1.09606  0.021
O 0.25854 -1.40169 0.85564  -0.396
C 0.59400 -4.68893 0.96303  -0.163
H -0.88697 -4.40549 2.32268  0.134
H -3.28893 -2.61077 1.52245  0.116
O 0.86223 4.43042 2.22998  -0.056
H 0.17818 3.68245 3.95506  0.119
H 1.44943 1.04779 1.14919  0.058
H 0.25408 -5.72902 0.93979  0.150
Cr 1.11731 -2.28370 2.51468  0.979
C 1.73076 0.19301 3.86007  -0.182
C -3.33028 -1.75707 0.81721  -0.241
H 2.05620 1.23970 3.81718  0.146

The value obtained for the molar mass is 469.46 g/mol. The value obtained for the strongest force on any atom is 1.8 eV/A. As for the total energy: -2580.28465 hartree. Its gap between HOMO and LUMO (alpha / beta) is 8.14 / 7.96 eV. Its expectation value of S² is 6.006. As for the net charge: +1. Its relative energy (zero: lowest compared OMol25 entry of this formula, charge and spin) is 0.0 kJ/mol. As for the HOMO energy (alpha / beta): -11.402 / -11.427 eV. Its spin multiplicity is 5.